{
  "formula": "C44H40I2IrN5Si",
  "method": "ωB97M-V/def2-TZVPD",
  "homo_energy_ev": [-9.62, -10.12],
  "total_charge": 1,
  "multiplicity": 2,
  "symbols": ["Ir", "I", "C", "I", "H", "H", "C", "C", "C", "C", "C", "C", "C", "C", "C", "C", "N", "C", "C", "C", "C", "C", "N", "H", "H", "H", "H", "H", "H", "H", "H", "H", "H", "H", "H", "H", "H", "H", "H", "H", "N", "C", "C", "C", "C", "C", "C", "C", "C", "C", "C", "C", "C", "N", "C", "C", "C", "C", "N", "H", "H", "H", "H", "H", "H", "H", "H", "H", "H", "C", "C", "C", "C", "C", "C", "Si", "C", "C", "C", "C", "C", "C", "H", "H", "H", "H", "H", "H", "H", "H", "H", "H", "H"],
  "coordinates": [[-0.34674, -0.07415, 0.18020], [-1.47548, 2.10664, 2.13027], [-3.46829, 1.52164, 1.68526], [-3.59806, 0.19967, 0.05552], [-4.02908, 2.41637, 1.45104], [-3.86155, 1.01773, 2.55784], [1.74873, -3.62464, 1.05853], [2.58448, -2.36570, 1.27357], [3.29930, -1.97150, 0.00840], [4.45644, -2.68459, -0.28169], [5.15547, -2.49126, -1.45917], [4.62788, -1.63550, -2.40207], [3.45869, -0.91177, -2.16614], [2.86876, -0.19392, -3.37799], [2.43889, -1.20310, -4.44899], [2.84668, -0.99634, -0.89777], [1.82034, -0.03169, -0.57216], [2.06622, 1.17044, -1.01794], [1.03316, 2.08992, -1.19292], [0.97925, 3.31373, -1.87160], [-0.37261, 3.58466, -2.05864], [-1.08234, 2.51157, -1.49806], [-0.23765, 1.62444, -0.95966], [1.22486, -3.90710, 1.97504], [2.40187, -4.44952, 0.76039], [1.02020, -3.46922, 0.26428], [3.33716, -2.59825, 2.02942], [1.94287, -1.56375, 1.64829], [4.81424, -3.41004, 0.44594], [6.07334, -3.03259, -1.65460], [5.11440, -1.53212, -3.36659], [3.61879, 0.48051, -3.80027], [2.00824, 0.41722, -3.12370], [3.27137, -1.83443, -4.76074], [2.06029, -0.68493, -5.33150], [1.65245, -1.85828, -4.06970], [3.07645, 1.43529, -1.32515], [1.82671, 3.89816, -2.20565], [-0.81137, 4.43455, -2.56039], [-2.15336, 2.37226, -1.46476], [-5.54277, -8.99344, -0.30121], [-4.93955, -8.01674, -0.24015], [-4.17737, -6.78441, -0.16374], [-2.83660, -6.82140, 0.21048], [-2.11230, -5.64378, 0.28736], [-2.71629, -4.42820, -0.01866], [-4.05293, -4.39882, -0.39834], [-4.78636, -5.57214, -0.46740], [-1.92211, -3.16450, 0.05402], [-1.59607, -2.68274, 1.31888], [-1.95219, -3.27856, 2.55008], [-1.44765, -2.47417, 3.54795], [-0.80925, -1.40376, 2.89725], [-0.88630, -1.50878, 1.57227], [-1.54654, -2.59135, -1.14311], [-1.83033, -3.05826, -2.45785], [-1.21850, -2.19808, -3.33507], [-0.56884, -1.22101, -2.54300], [-0.74393, -1.45580, -1.25426], [-2.36883, -7.77061, 0.43521], [-1.06729, -5.66498, 0.57438], [-4.52318, -3.45149, -0.63444], [-5.82844, -5.55306, -0.75731], [-2.53054, -4.18310, 2.66535], [-1.53020, -2.60756, 4.61643], [-0.33398, -0.55825, 3.35833], [-2.40586, -3.94004, -2.69889], [-1.21609, -2.24407, -4.41353], [0.01613, -0.37138, -2.86983], [1.24445, -0.48561, 6.59233], [2.00857, -1.31015, 5.77036], [2.30374, -0.91805, 4.47717], [1.82818, 0.30577, 3.98841], [1.05720, 1.12735, 4.82584], [0.77597, 0.73540, 6.12601], [2.16406, 1.00603, 2.35887], [3.81570, 1.08938, 1.66701], [4.79691, 0.10902, 1.86713], [6.06876, 0.28847, 1.35496], [6.37487, 1.44902, 0.65140], [5.41597, 2.44002, 0.46087], [4.13784, 2.26072, 0.96027], [1.01620, -0.79668, 7.60422], [2.37239, -2.25997, 6.14136], [2.89955, -1.56530, 3.85422], [0.67545, 2.07806, 4.46344], [0.18928, 1.37888, 6.76930], [1.37046, 2.21201, 2.08658], [4.57170, -0.79012, 2.42779], [6.82295, -0.47378, 1.50253], [7.37377, 1.58866, 0.25774], [5.66652, 3.34805, -0.07223], [3.38854, 3.03321, 0.80784]],
  "forces_ev_per_angstrom": [[-0.46, 0.63, 1.05], [0.26, -0.39, -0.33], [-0.16, -0.04, 0.07], [-0.26, -0.09, -0.07], [0.00, 0.06, 0.03], [-0.01, 0.03, 0.04], [-0.03, -0.07, 0.03], [0.00, 0.07, -0.09], [-0.01, 0.05, 0.07], [-0.02, -0.10, 0.04], [0.03, -0.06, 0.04], [-0.08, 0.09, -0.11], [-0.03, 0.02, -0.25], [0.12, -0.24, 0.04], [0.04, 0.01, 0.00], [-0.12, 0.22, 0.17], [0.27, -0.55, 0.38], [0.35, 0.02, -0.09], [0.04, 0.25, 0.05], [-0.02, 0.20, -0.04], [0.04, 0.02, -0.05], [-0.09, 0.11, 0.15], [0.08, -0.36, -0.53], [-0.04, 0.01, -0.05], [-0.08, 0.04, 0.02], [-0.09, 0.01, -0.03], [0.00, 0.11, 0.10], [-0.09, 0.03, 0.00], [-0.04, 0.08, -0.07], [-0.05, 0.02, 0.01], [-0.03, 0.00, 0.05], [-0.02, 0.04, 0.03], [0.02, 0.06, -0.01], [-0.02, 0.02, -0.01], [-0.01, -0.01, 0.01], [0.04, 0.00, 0.00], [-0.08, -0.08, -0.15], [-0.11, -0.05, 0.04], [0.06, -0.07, 0.05], [0.08, -0.03, -0.01], [0.09, 0.14, 0.01], [0.13, 0.22, 0.01], [-0.14, -0.34, -0.01], [0.04, -0.02, 0.01], [0.03, -0.04, -0.01], [0.05, 0.09, 0.03], [-0.05, 0.02, -0.01], [-0.07, 0.06, -0.02], [-0.04, -0.30, 0.14], [0.03, 0.04, 0.08], [-0.08, -0.04, 0.11], [-0.01, 0.03, 0.07], [-0.08, -0.04, 0.12], [0.35, -0.53, -0.21], [0.13, 0.09, -0.31], [0.01, -0.02, 0.02], [0.10, 0.13, -0.02], [0.15, -0.07, -0.39], [-0.24, 0.28, -0.03], [-0.01, 0.02, 0.01], [-0.04, 0.00, 0.00], [0.01, -0.03, 0.01], [0.02, 0.01, 0.01], [0.06, 0.06, -0.02], [0.00, 0.00, -0.09], [0.01, 0.00, 0.02], [0.05, 0.06, 0.04], [0.01, 0.01, 0.08], [-0.14, -0.05, 0.02], [0.00, 0.01, -0.03], [-0.01, 0.03, 0.00], [-0.03, 0.12, 0.19], [-0.15, -0.19, 0.23], [-0.01, -0.04, 0.02], [0.02, 0.01, -0.01], [-0.38, 0.31, -0.39], [0.39, -0.06, -0.19], [0.03, 0.12, 0.01], [0.04, 0.05, -0.04], [-0.05, 0.01, 0.02], [0.04, -0.06, 0.03], [0.06, -0.03, 0.06], [0.01, 0.00, -0.03], [-0.01, 0.04, 0.00], [0.01, -0.06, -0.07], [0.03, -0.09, 0.05], [0.02, -0.03, -0.02], [0.14, 0.03, -0.03], [0.01, 0.06, -0.05], [-0.01, 0.03, -0.01], [-0.02, -0.01, 0.00], [0.01, -0.03, 0.01], [0.04, -0.08, 0.00]],
  "lowdin_charge": [0.976, 0.982, -1.081, 0.952, -0.030, -0.029, -0.060, -0.231, -0.190, -0.049, -0.060, -0.041, -0.155, -0.196, -0.077, -0.143, -0.020, -0.180, -0.354, -0.023, -0.069, -0.192, -0.184, 0.080, 0.086, 0.069, 0.095, 0.045, 0.124, 0.111, 0.121, 0.123, 0.074, 0.073, 0.082, 0.063, 0.140, 0.111, 0.100, 0.057, 0.167, -0.170, -0.218, -0.006, -0.006, -0.192, -0.006, -0.007, -0.092, -0.300, -0.007, -0.050, -0.196, -0.142, -0.284, 0.005, -0.046, -0.135, -0.111, 0.125, 0.126, 0.122, 0.126, 0.120, 0.102, 0.041, 0.122, 0.107, 0.105, -0.043, -0.047, -0.078, -0.344, -0.135, -0.052, 0.943, -0.317, -0.075, -0.048, -0.038, -0.055, -0.115, 0.116, 0.116, 0.083, 0.068, 0.116, -0.044, 0.096, 0.117, 0.116, 0.115, 0.104]
}